DFT (ωB97M-V/def2-TZVPD) results for 2 unconnected molecules or ions with the total composition C5H6NO3S.

Geometry as XYZ:
```
16
Properties=species:S:1:pos:R:3:lowdin_charge:R:1
C 2.6714 0.2927 1.1304 -0.1002
C 1.5433 0.8152 0.5065 -0.0406
C 2.7055 -1.0600 0.8363 -0.1323
C 0.8894 -0.2672 -0.1951 -0.2687
C -0.1892 -0.2909 -1.0244 -0.1329
N -1.0329 0.7520 -1.3635 0.0346
O -3.6784 0.6950 -0.4153 -0.6982
O -4.6961 -1.1648 0.8453 -0.6771
O 1.7356 -1.3577 -0.0508 0.0018
S -4.5361 -0.5107 -0.4487 0.5108
H 3.3905 0.8204 1.6565 0.0696
H 0.9901 1.7977 0.6261 0.1182
H 3.2991 -1.8591 1.1682 0.0928
H -0.4887 -1.2485 -1.3724 0.1044
H -1.8805 0.8730 -0.7598 0.0392
H -0.7230 1.7130 -1.1392 0.0786
```

Values from the calculation:
**LUMO (alpha / beta)**: 3.273 / 2.836 eV
**Net charge**: -1